(1)
{
  "formula": "C5H8N2",
  "method": "the ωB97M-V functional and the def2-TZVPD basis",
  "e_homo_ev": -7.27,
  "e_tot_ev": -8292.061,
  "total_charge": 0,
  "relative_energy_kcal_mol": 67.7,
  "mol_weight_g_mol": 96.13,
  "smiles": "CN1C=C=C(N)C1",
  "species": ["C", "N", "C", "C", "C", "N", "C", "H", "H", "H", "H", "H", "H", "H", "H"],
  "positions_angstrom": [[-1.64034, -0.59531, -1.40969], [-0.51848, -0.05382, -0.68786], [0.07838, 1.15340, -0.86959], [1.08552, 1.53633, 0.02929], [1.05273, 0.43939, 0.88188], [1.87591, 0.23617, 1.95493], [-0.05146, -0.55401, 0.57540], [-1.64885, -0.17456, -2.41862], [-1.54518, -1.68263, -1.49819], [-2.59780, -0.36562, -0.92455], [-0.28793, 1.72080, -1.73035], [-0.83206, -0.39326, 1.33690], [2.54307, 0.98132, 2.11056], [2.25290, -0.68649, 2.11667], [0.20619, -1.61818, 0.56735]],
  "forces_ev_per_a": [[-0.126, -0.020, -0.094], [0.152, 0.312, -0.005], [-0.221, -0.079, -0.206], [-0.378, -0.305, 0.150], [0.347, 0.023, -0.137], [0.045, 0.046, 0.083], [0.043, 0.109, 0.320], [-0.021, -0.035, 0.148], [-0.013, 0.154, 0.015], [0.090, -0.045, -0.052], [0.199, -0.106, 0.107], [0.133, -0.144, -0.100], [-0.077, -0.094, -0.216], [-0.259, 0.044, 0.080], [0.087, 0.141, -0.095]],
  "lowdin_charge": [-0.05, -0.19, -0.12, -0.07, -0.39, 0.10, -0.11, 0.09, 0.09, 0.09, 0.11, 0.15, 0.09, 0.09, 0.13]
}

=====

(2)
{
  "formula": "C5H8N2",
  "method": "the ωB97M-V functional and the def2-TZVPD basis",
  "e_homo_ev": -10.11,
  "e_tot_ev": -8294.557,
  "total_charge": 0,
  "relative_energy_kcal_mol": 10.1,
  "mol_weight_g_mol": 96.13,
  "smiles": "CC1=NC=N[C@@H]1C",
  "species": ["C", "N", "C", "N", "C", "C", "C", "H", "H", "H", "H", "H", "H", "H", "H"],
  "positions_angstrom": [[-1.48046, 0.11544, -1.03876], [-1.25728, 0.34377, 1.36310], [-0.47403, -0.43780, 2.00172], [0.76759, -0.77074, 1.39921], [0.73446, -0.15844, 0.26668], [1.89488, -0.15303, -0.67504], [-0.57288, 0.58896, 0.10048], [-1.02781, 0.25906, -2.02439], [-1.71996, -0.94436, -0.90543], [-2.41719, 0.67784, -0.99424], [-0.71306, -0.84868, 2.97869], [2.75668, -0.60740, -0.18037], [1.68001, -0.71389, -1.59188], [2.15288, 0.87042, -0.96974], [-0.37459, 1.66432, -0.01156]],
  "forces_ev_per_a": [[0.000, -0.028, -0.094], [0.246, -0.242, 0.167], [-0.244, 0.098, 0.131], [-0.087, 0.201, -0.266], [0.038, -0.025, 0.084], [0.011, -0.027, -0.005], [0.052, 0.023, -0.069], [0.010, 0.002, 0.150], [0.076, 0.135, -0.041], [0.158, -0.087, -0.041], [0.040, 0.077, -0.111], [-0.141, 0.047, -0.107], [-0.059, 0.087, 0.121], [-0.083, -0.140, 0.031], [-0.018, -0.121, 0.048]],
  "lowdin_charge": [-0.05, 0.08, -0.20, 0.12, -0.32, -0.03, -0.36, 0.08, 0.09, 0.08, 0.11, 0.08, 0.08, 0.08, 0.16]
}

=====

(3)
{
  "formula": "C5H8N2",
  "method": "the ωB97M-V functional and the def2-TZVPD basis",
  "e_homo_ev": -8.87,
  "e_tot_ev": -8291.227,
  "total_charge": 0,
  "relative_energy_kcal_mol": 86.9,
  "mol_weight_g_mol": 96.13,
  "smiles": "C#CCN/N=C\\C",
  "species": ["C", "C", "C", "C", "C", "H", "H", "H", "H", "H", "H", "H", "H", "N", "N"],
  "positions_angstrom": [[-0.85381, -1.63281, -1.64650], [-1.07655, -0.13951, -1.89800], [-0.13394, 0.23251, 0.89031], [0.82139, 0.27751, 2.03266], [1.62124, 0.27795, 2.93847], [-1.62245, -2.23977, -2.18807], [-0.93952, -1.77046, -0.59584], [0.16984, -1.93032, -1.86938], [-1.81376, 0.20615, -2.65217], [0.94434, 1.46572, -0.25464], [-0.53652, -0.75683, 0.76698], [-1.06115, 0.82117, 1.03982], [2.39821, 0.22481, 3.67640], [-0.47951, 0.84576, -1.33001], [0.50681, 0.56646, -0.35924]],
  "forces_ev_per_a": [[-0.758, 0.802, -0.923], [0.362, 0.505, 0.099], [-0.328, -0.062, 0.936], [-0.022, -0.041, 0.123], [-0.377, -0.081, -0.788], [0.878, 0.447, 0.470], [-0.372, -0.597, 0.760], [-0.023, 0.032, -0.379], [0.446, -0.489, 0.484], [0.372, 0.179, 0.240], [0.147, -0.620, 0.483], [0.588, 0.303, 0.325], [-0.366, 0.101, -0.152], [-0.685, -0.652, -1.067], [0.139, 0.171, -0.610]],
  "lowdin_charge": [-0.07, -0.20, -0.26, -0.10, 0.10, 0.09, 0.03, 0.08, 0.10, 0.10, 0.07, 0.13, 0.03, -0.02, -0.08]
}

=====

(4)
{
  "formula": "C5H8N2",
  "method": "the ωB97M-V functional and the def2-TZVPD basis",
  "e_homo_ev": [-7.37, -7.38],
  "e_tot_ev": -8290.753,
  "total_charge": 0,
  "relative_energy_kcal_mol": 97.9,
  "mol_weight_g_mol": 96.13,
  "species": ["C", "C", "C", "C", "C", "N", "N", "H", "H", "H", "H", "H", "H", "H", "H"],
  "positions_angstrom": [[-2.03644, 0.45662, -0.24625], [-1.65041, -0.89550, 0.30048], [0.51115, -0.31678, 0.00320], [1.45641, -0.43511, -1.22189], [0.93896, 0.71099, 1.02615], [-1.37693, 1.26154, -0.84459], [-0.45621, -1.13128, 0.32078], [-3.11442, 0.55644, 0.19228], [-2.36036, -1.47481, 0.83568], [1.27055, 0.18134, -2.07474], [1.36248, -1.47197, -1.44031], [2.46365, -0.19351, -0.95395], [1.45344, 0.19810, 1.86867], [-0.01233, 1.00860, 1.58844], [1.55045, 1.54531, 0.64606]],
  "forces_ev_per_a": [[-4.235, -0.861, 1.890], [-1.811, 0.983, 0.069], [1.309, 3.303, -1.872], [-1.028, -1.007, 1.815], [-1.654, -0.621, 1.863], [2.407, 0.508, -0.610], [3.670, -1.354, -0.046], [0.882, 0.525, -0.939], [-0.662, -0.822, 0.123], [-0.965, 0.377, -0.287], [0.409, -0.890, -0.950], [0.678, -0.111, 0.553], [0.331, 0.133, -0.678], [1.249, 0.325, -1.010], [-0.580, -0.488, 0.077]],
  "lowdin_charge": [-0.42, -0.11, -0.31, -0.01, -0.05, 0.10, 0.11, 0.10, 0.10, 0.08, 0.07, 0.07, 0.09, 0.10, 0.09]
}